Below is a 12-piece molecular cluster, C60H138N18O12 overall, with properties calculated with wB97M-V/def2-TZVPD.

Cartesian coordinates (Å):
C  6.898  3.743  8.370
C  5.828  3.122  7.349
C  4.412  3.350  7.977
C  5.930  3.997  6.039
C  7.018  3.745  5.038
C  6.961  2.190  4.855
C  6.947  1.272  6.057
C  6.363  -0.101  5.531
C  8.461  1.232  6.581
N  6.027  1.699  7.048
O  5.941  0.960  8.207
H  7.916  3.569  8.021
H  6.820  4.825  8.262
H  6.795  3.457  9.417
H  3.726  2.785  7.346
H  4.341  2.905  8.969
H  4.100  4.375  8.180
H  4.981  3.900  5.512
H  6.224  5.028  6.237
H  6.931  4.232  4.067
H  7.973  4.062  5.458
H  7.912  1.963  4.374
H  6.189  1.923  4.133
H  6.582  -0.842  6.299
H  6.950  -0.400  4.663
H  5.346  -0.044  5.142
H  8.850  2.249  6.640
H  9.039  0.512  6.001
H  8.432  0.861  7.605
H  6.749  1.138  8.693
C  -0.951  -1.303  11.884
C  -2.247  -2.060  11.478
C  -1.965  -3.565  11.487
C  -3.190  -1.900  12.671
C  -3.812  -0.439  12.726
C  -4.395  -0.006  11.389
C  -3.482  -0.196  10.153
C  -4.533  -0.206  9.014
C  -2.604  1.016  9.923
N  -2.832  -1.532  10.243
O  -1.992  -1.865  9.085
H  -1.253  -0.258  11.816
H  -0.573  -1.544  12.877
H  -0.149  -1.419  11.155
H  -1.324  -3.775  12.343
H  -2.929  -4.072  11.446
H  -1.297  -3.970  10.727
H  -4.035  -2.589  12.642
H  -2.784  -2.106  13.661
H  -4.539  -0.341  13.533
H  -3.047  0.317  12.902
H  -4.579  1.060  11.521
H  -5.320  -0.580  11.335
H  -5.172  0.664  8.858
H  -5.317  -0.946  9.174
H  -4.076  -0.436  8.051
H  -1.611  0.884  9.492
H  -2.379  1.548  10.847
H  -3.090  1.694  9.223
H  -1.283  -1.219  9.046
C  5.132  -3.801  -1.240
C  5.937  -3.706  -2.548
C  4.930  -3.110  -3.580
C  6.993  -2.602  -2.275
C  8.255  -2.957  -1.531
C  8.840  -4.292  -2.038
C  7.800  -5.474  -2.207
C  8.488  -6.527  -3.078
C  7.474  -6.022  -0.844
N  6.644  -4.971  -2.883
O  5.723  -5.949  -3.147
H  5.837  -4.130  -0.477
H  4.379  -4.573  -1.394
H  4.524  -2.962  -0.902
H  4.055  -3.716  -3.818
H  5.367  -2.902  -4.557
H  4.527  -2.157  -3.238
H  7.346  -2.274  -3.253
H  6.709  -1.715  -1.709
H  8.057  -2.934  -0.459
H  9.037  -2.198  -1.501
H  9.581  -4.818  -1.436
H  9.200  -4.118  -3.052
H  7.924  -7.459  -3.048
H  8.550  -6.274  -4.137
H  9.482  -6.705  -2.667
H  6.597  -6.663  -0.760
H  8.350  -6.427  -0.336
H  7.375  -5.263  -0.068
H  5.655  -5.930  -4.104
C  -1.756  0.513  -1.594
C  -2.723  0.421  -0.455
C  -4.092  1.059  -0.967
C  -3.125  -1.042  -0.023
C  -1.889  -1.678  0.669
C  -1.555  -0.905  2.005
C  -1.213  0.613  1.762
C  -1.386  1.309  3.116
C  0.358  0.826  1.413
N  -2.226  1.130  0.772
O  -2.011  2.508  0.593
H  -0.813  0.051  -1.304
H  -2.174  -0.042  -2.435
H  -1.658  1.537  -1.953
H  -4.890  0.887  -0.245
H  -4.240  2.094  -1.276
H  -4.321  0.554  -1.906
H  -3.911  -1.026  0.732
H  -3.289  -1.562  -0.967
H  -2.160  -2.695  0.955
H  -1.067  -1.899  -0.011
H  -0.594  -1.260  2.378
H  -2.304  -1.067  2.780
H  -0.669  0.893  3.825
H  -2.373  1.086  3.520
H  -1.301  2.395  3.154
H  0.485  0.294  0.470
H  1.019  0.436  2.187
H  0.484  1.906  1.339
H  -2.631  2.961  1.168
C  -1.663  -9.034  -9.908
C  -0.906  -8.274  -8.801
C  -0.089  -9.344  -7.980
C  -0.017  -7.227  -9.521
C  0.491  -6.046  -8.620
C  -0.737  -5.363  -7.872
C  -1.554  -6.441  -6.997
C  -0.640  -6.942  -5.814
C  -2.832  -5.740  -6.503
N  -1.893  -7.552  -7.983
O  -2.797  -8.450  -7.433
H  -1.098  -9.434  -10.750
H  -2.228  -9.899  -9.563
H  -2.306  -8.392  -10.510
H  0.449  -10.074  -8.584
H  0.813  -8.828  -7.651
H  -0.597  -9.709  -7.087
H  0.821  -7.855  -9.825
H  -0.588  -6.783  -10.337
H  1.282  -6.340  -7.928
H  0.924  -5.232  -9.201
H  -1.445  -4.955  -8.594
H  -0.242  -4.519  -7.391
H  0.301  -7.378  -6.149
H  -1.066  -7.886  -5.473
H  -0.620  -6.196  -5.019
H  -2.605  -4.782  -6.035
H  -3.341  -6.391  -5.793
H  -3.500  -5.556  -7.344
H  -3.612  -8.082  -7.783
C  3.372  8.392  -3.900
C  3.998  7.074  -4.548
C  5.289  7.513  -5.248
C  4.364  6.256  -3.321
C  4.703  4.786  -3.605
C  3.578  4.177  -4.561
C  3.177  5.048  -5.803
C  4.316  5.103  -6.827
C  1.943  4.482  -6.486
N  2.924  6.401  -5.381
O  2.294  7.233  -6.320
H  3.520  9.261  -4.541
H  2.298  8.291  -3.739
H  3.807  8.719  -2.956
H  5.786  8.311  -4.697
H  5.951  6.648  -5.195
H  4.953  7.904  -6.209
H  5.193  6.652  -2.734
H  3.537  6.211  -2.613
H  5.611  4.673  -4.196
H  4.866  4.186  -2.709
H  2.694  3.832  -4.025
H  4.069  3.220  -4.735
H  4.383  4.215  -7.457
H  5.324  5.276  -6.450
H  4.078  5.819  -7.613
H  1.965  4.523  -7.575
H  0.977  4.817  -6.108
H  1.954  3.419  -6.247
H  1.457  7.465  -5.911
N  -10.031  -1.169  -4.860
C  -8.985  -1.772  -4.375
N  -8.102  -1.961  -5.321
O  -8.796  -2.208  -3.253
H  -9.986  -0.698  -5.752
H  -10.527  -0.716  -4.106
H  -8.227  -1.550  -6.234
H  -7.142  -1.931  -5.009
N  -2.991  7.237  -2.273
C  -2.057  7.159  -3.191
N  -1.282  6.115  -2.992
O  -1.871  7.972  -4.058
H  -3.068  6.583  -1.508
H  -3.482  8.102  -2.096
H  -0.397  6.197  -3.472
H  -1.424  5.430  -2.264
N  -8.965  -1.950  1.993
C  -8.425  -2.957  2.564
N  -7.665  -3.633  1.762
O  -8.425  -3.041  3.800
H  -9.097  -1.908  0.992
H  -9.661  -1.503  2.572
H  -6.980  -4.252  2.171
H  -7.594  -3.363  0.791
N  -6.596  2.261  3.242
C  -6.680  3.568  3.089
N  -7.811  4.121  3.498
O  -5.843  4.323  2.614
H  -7.360  1.868  3.773
H  -5.736  1.745  3.118
H  -8.427  3.476  3.973
H  -8.045  5.103  3.494
N  -5.363  4.922  -6.481
C  -6.011  3.829  -6.759
N  -7.192  3.931  -7.286
O  -5.535  2.714  -6.562
H  -5.802  5.819  -6.629
H  -4.432  4.803  -6.107
H  -7.475  4.900  -7.258
H  -7.757  3.221  -7.731
N  -10.646  5.374  -3.118
C  -10.446  4.491  -2.219
N  -9.208  4.290  -2.042
O  -11.336  3.915  -1.606
H  -11.581  5.480  -3.484
H  -9.803  5.842  -3.420
H  -8.561  4.745  -2.670
H  -8.893  3.641  -1.335

Cartesian forces (eV/Å) of the 6 atoms listed first:
C -0.25 -0.12 -1.26
C 1.09 1.84 0.66
C 0.57 -1.05 0.03
C -0.29 0.79 -0.05
C 0.18 -3.21 0.73
C 1.38 1.15 -1.49

Computed properties:
gap between HOMO and LUMO: 7.940 eV
M: 1303.878 u
HOMO level: -8.2 eV